[1]
Entry from the Open Molecules 2025 dataset: a structure of composition C43H48BrN4O2Ru (ωB97M-V/def2-TZVPD).

* LUMO level (alpha / beta): -0.6 / -2.5 eV
* ⟨S²⟩: 0.92
* multiplicity: 2
* HOMO energy (alpha / beta): -6.65 / -6.99 eV

Each line ends with the Löwdin spin population.
Positions of all 99 atoms, in Å:
Ru 0.0230 -0.0807 -0.6804  -0.17
C -5.6158 2.0338 0.8029  0.00
C -5.3763 1.5372 -0.6256  0.00
C -4.2203 0.5941 -0.7055  0.03
C -4.2272 -0.7531 -0.7170  0.05
C -5.3933 -1.6867 -0.7333  0.00
C -5.6974 -2.2115 -2.1390  0.00
C -2.8169 -1.1789 -0.7469  0.11
N -2.0055 -0.0985 -0.7527  -0.02
C -2.8087 1.0044 -0.7256  0.13
C -2.3723 2.3164 -0.7356  -0.02
C -1.0547 2.7549 -0.7911  0.13
C -0.6445 4.1650 -0.7620  0.04
C -1.5823 5.3233 -0.6567  0.00
C -2.0435 5.5589 0.7845  0.00
C 0.7037 4.1690 -0.7733  0.05
C 1.1209 2.7600 -0.8139  0.13
C 2.4430 2.3262 -0.7715  -0.02
C 2.8676 1.0132 -0.7492  0.12
N 2.0507 -0.0831 -0.7475  -0.02
C 2.8561 -1.1739 -0.7463  0.11
C 2.4256 -2.4889 -0.7580  -0.01
C 1.1096 -2.9171 -0.7921  0.11
N 0.0170 -2.1119 -0.8265  -0.01
C -1.0744 -2.9263 -0.7922  0.11
C -2.3903 -2.5006 -0.7567  -0.01
C -0.6522 -4.3300 -0.7725  0.04
C 0.6958 -4.3243 -0.7776  0.04
C 1.6343 -5.4849 -0.7105  0.00
C 2.1103 -5.7492 0.7210  0.00
C -1.5832 -5.4988 -0.7864  0.00
C -2.1342 -5.7854 -2.1856  0.00
C 4.2684 -0.7571 -0.7356  0.04
C 4.2746 0.5896 -0.7411  0.03
C 5.4408 1.5226 -0.6943  0.00
C 5.7056 2.0452 0.7204  0.00
C 5.4288 -1.6973 -0.7545  0.00
C 5.7263 -2.2248 -2.1607  0.00
N 0.0376 1.9553 -0.8573  -0.02
C 1.6373 5.3355 -0.7728  0.00
C 2.1530 5.6664 -2.1757  0.00
H -6.4362 2.7514 0.8373  0.00
H -4.7224 2.5146 1.2039  0.00
H -5.8605 1.2000 1.4618  0.00
H -5.2019 2.3896 -1.2875  0.00
H -6.2745 1.0421 -0.9999  0.00
H -6.2711 -1.1759 -0.3328  0.00
H -5.1982 -2.5264 -0.0612  0.00
H -5.9403 -1.3875 -2.8109  0.00
H -6.5402 -2.9034 -2.1258  0.00
H -4.8348 -2.7327 -2.5568  0.00
H -3.1359 3.0821 -0.6962  0.00
H -2.4513 5.1536 -1.2978  0.00
H -1.0938 6.2214 -1.0395  0.00
H -2.5320 4.6705 1.1877  0.00
H -2.7450 6.3918 0.8422  0.00
H -1.1906 5.7826 1.4267  0.00
H 3.2084 3.0905 -0.7471  0.00
H 3.1889 -3.2548 -0.7337  0.00
H -3.1545 -3.2654 -0.7236  0.00
H 2.4953 -5.2995 -1.3577  0.00
H 1.1418 -6.3750 -1.1071  0.00
H 2.5854 -4.8631 1.1434  0.00
H 2.8246 -6.5729 0.7511  0.00
H 1.2661 -6.0019 1.3633  0.00
H -2.4101 -5.3157 -0.0952  0.00
H -1.0621 -6.3801 -0.4078  0.00
H -2.6680 -4.9196 -2.5804  0.00
H -2.8213 -6.6322 -2.1712  0.00
H -1.3227 -6.0141 -2.8775  0.00
H 5.2667 2.3630 -1.3717  0.00
H 6.3288 1.0101 -1.0698  0.00
H 4.8210 2.5364 1.1280  0.00
H 6.5286 2.7606 0.7273  0.00
H 5.9595 1.2230 1.3903  0.00
H 5.2301 -2.5349 -0.0807  0.00
H 6.3105 -1.1911 -0.3568  0.00
H 4.8608 -2.7438 -2.5747  0.00
H 6.5673 -2.9188 -2.1491  0.00
H 5.9697 -1.4023 -2.8344  0.00
H 2.4821 5.1285 -0.1105  0.00
H 1.1290 6.2051 -0.3514  0.00
H 2.6577 4.8065 -2.6185  0.00
H 2.8569 6.4990 -2.1494  0.00
H 1.3263 5.9367 -2.8337  0.00
Br -0.6388 1.7393 7.8863  0.00
C -0.3931 1.1103 6.1117  0.00
C -0.6633 1.9587 5.0506  0.00
C -0.4847 1.4916 3.7578  0.00
C -0.0357 0.1956 3.5311  0.00
C 0.2318 -0.6360 4.6106  0.00
C 0.0522 -0.1856 5.9089  0.00
C 0.1714 -0.3281 2.1339  0.00
O 0.6645 -1.4319 1.9325  0.00
O -0.2206 0.5030 1.2101  0.00
H -1.0085 2.9665 5.2352  0.00
H -0.6922 2.1281 2.9082  0.00
H 0.5854 -1.6387 4.4110  0.00
H 0.2560 -0.8287 6.7537  0.00



[2]
Entry from the Open Molecules 2025 dataset: a cluster of 2 separate species, C11H13NOS in total (ωB97M-V/def2-TZVPD).

* LUMO level: 0.4 eV
* structure (SMILES): CCC(=O)c1ccsc1.N=C=C1CC1
* HOMO energy: -7.96 eV

Each line ends with the Mulliken charge.
Positions of all 27 atoms, in Å:
C 1.1314 -2.0884 -1.2616  0.83
C 0.5649 1.3361 1.3052  -0.62
C 1.7354 1.7600 1.8140  -0.17
C 1.8100 1.6288 -0.6123  -0.41
C 0.5761 1.2586 -0.1107  0.62
C -0.2837 -2.8876 0.7752  -0.62
C 1.0038 -2.3166 1.3779  -0.62
C 0.8256 -2.4454 -0.0377  0.08
C -2.6960 1.9311 -0.5385  -1.18
C -1.9224 0.6363 -0.6789  -0.50
C -0.4712 0.8489 -1.1118  0.34
N 1.5223 -2.0168 -2.3970  -0.55
O -0.0955 0.6792 -2.2686  -0.64
S 2.9129 2.0666 0.5816  -0.22
H -0.1811 0.9018 1.9962  0.37
H 2.0261 2.0135 2.8982  0.34
H 1.8433 1.5319 -1.6788  0.52
H -0.5012 -3.8368 0.9183  0.28
H -1.2406 -2.3726 0.7814  0.10
H 1.0421 -1.4190 1.9008  0.03
H 1.7423 -2.8296 1.9424  0.23
H -3.6035 1.8160 0.0935  0.33
H -3.0772 2.4570 -1.3870  0.35
H -2.0665 2.6725 0.0741  0.26
H -1.9573 -0.0174 0.1670  0.13
H -2.2251 0.0030 -1.4656  0.40
H 1.5852 -1.3109 -3.0774  0.31



[3]
Entry from the Open Molecules 2025 dataset: a structure of composition C5H7NO (ωB97M-V/def2-TZVPD).

* LUMO level: 1.0 eV
* HOMO energy: -8.37 eV

Each line ends with the Mulliken charge.
Positions of all 14 atoms, in Å:
C -2.2414 -0.8211 -0.6785  -1.08
C -0.7518 -0.5563 -0.4663  0.63
C -0.3028 0.5040 0.3027  -0.68
C 1.1008 0.4035 0.4276  0.63
N 2.1353 1.1699 1.0213  -0.46
C 1.6871 -0.6441 -0.1759  -0.48
O 0.2117 -1.3255 -0.9277  -0.50
H -2.4750 -1.2546 -1.6549  0.33
H -2.8046 0.1204 -0.5770  0.31
H -2.6333 -1.5036 0.0868  0.26
H -0.9270 1.2515 0.7678  0.35
H 2.2624 1.0357 2.0109  0.23
H 2.2022 2.1253 0.7171  0.22
H 2.5364 -0.5051 -0.8538  0.25



[4]
Entry from the Open Molecules 2025 dataset: the molecule C3H6ClN (ωB97M-V/def2-TZVPD).

* LUMO level: 0.9 eV
* structure (SMILES): ClC[C@@H]1CN1
* HOMO energy: -9.54 eV

Each line ends with the Mulliken charge.
Positions of all 11 atoms, in Å:
C -0.7500 -0.3858 -0.3183  -0.44
C 0.4505 0.6877 -0.3021  -0.31
C 0.4515 1.7707 0.7672  -0.22
H -1.4099 -0.2708 -1.2718  0.32
H -1.4663 -0.0393 0.4333  0.24
H 1.2275 0.5868 -0.9983  0.47
H 1.4332 2.3119 1.2816  0.23
H -0.5848 1.8029 1.3079  0.20
H 0.7273 2.4214 -1.6351  0.25
N 0.0176 2.1753 -0.6565  -0.52
Cl -0.0566 -2.0280 0.2704  -0.22



[5]
Entry from the Open Molecules 2025 dataset: a structure of composition C5H7NO (ωB97M-V/def2-TZVPD).

* LUMO level: 0.7 eV
* HOMO energy: -8.21 eV

Each line ends with the Mulliken charge.
Positions of all 14 atoms, in Å:
O 2.3512 0.0454 -1.1100  -0.47
C 1.4222 0.1076 -0.1253  -0.18
C 0.5323 1.1254 -0.1375  -0.59
C -0.9250 0.8768 0.1879  0.04
C -1.3588 -0.5220 -0.4043  -0.47
C -0.9004 -0.9127 0.9675  -0.27
N -0.8490 0.2358 1.5269  -0.57
H 2.9708 -0.6615 -0.9031  0.35
H 1.5126 -0.6737 0.6382  0.40
H 0.9039 2.1209 -0.3492  0.38
H -1.6070 1.7291 0.0285  0.43
H -0.9014 -0.9010 -1.3234  0.25
H -2.4396 -0.7035 -0.4418  0.27
H -0.7117 -1.8665 1.4456  0.43



[6]
Entry from the Open Molecules 2025 dataset: the ion C6H10 with charge +1 (ωB97M-V/def2-TZVPD).

* LUMO level (alpha / beta): -4.9 / -8.5 eV
* ⟨S²⟩: 0.75
* charge: +1
* multiplicity: 2
* HOMO energy (alpha / beta): -14.04 / -14.01 eV

Each line ends with the Löwdin spin population.
Positions of all 16 atoms, in Å:
C 1.2457 0.6861 -1.0592  0.06
C -0.1580 0.7483 -0.6862  0.26
C -1.0334 1.7717 -1.0962  0.52
C -0.7541 -0.4528 0.0020  0.04
C -0.0282 -0.8185 1.2665  0.01
C 0.4100 -1.9523 1.7929  0.00
H 1.6343 1.5316 -1.6217  0.00
H 1.7372 0.7982 -0.0681  0.03
H 1.5571 -0.2880 -1.4211  0.01
H -0.7616 2.6365 -1.6883  0.02
H -2.0838 1.4921 -1.1274  0.02
H -0.9463 -1.1839 -0.7951  0.02
H -1.7244 -0.0726 0.3356  0.00
H -0.1194 -0.0226 2.0026  0.00
H 0.5849 -2.8949 1.2883  0.00
H 0.4400 -1.9788 2.8755  0.00



[7]
Entry from the Open Molecules 2025 dataset: the molecule C5H8N2 (ωB97M-V/def2-TZVPD).

* LUMO level: 0.9 eV
* structure (SMILES): [H]/N=C1\C=C(C)NC1
* HOMO energy: -7.95 eV

Each line ends with the Mulliken charge.
Positions of all 15 atoms, in Å:
C -1.1621 0.2165 -1.9794  -1.17
C -0.3391 0.1085 -0.7199  0.38
C -0.4145 0.9216 0.3833  -0.67
C 0.3966 0.2927 1.4132  0.53
N 0.5500 0.1504 2.6857  -0.68
C 1.1919 -0.7829 0.7557  -0.44
N 0.5013 -0.9681 -0.5255  -0.26
H -2.0223 -0.4619 -1.9266  0.27
H -1.5499 1.2314 -2.1060  0.31
H -0.6020 -0.0437 -2.8862  0.34
H -1.1360 1.7174 0.5090  0.38
H 1.1804 -1.3020 1.7851  0.31
H 0.2916 0.8733 3.3328  0.21
H 2.2330 -0.4850 0.5957  0.24
H 0.8811 -1.4682 -1.3168  0.25



[8]
Entry from the Open Molecules 2025 dataset: a cluster of 2 separate species, CCl2FNO in total (ωB97M-V/def2-TZVPD).

* LUMO level (alpha / beta): -0.5 / -0.5 eV
* HOMO energy (alpha / beta): -7.46 / -7.46 eV

Each line ends with the Mulliken charge.
Positions of all 6 atoms, in Å:
C -0.7287 -0.2045 0.1167  0.37
N 1.3856 0.8420 -0.6237  0.18
O 2.2404 0.4728 0.0273  -0.15
F -0.5485 -0.1327 1.4109  -0.18
Cl -0.5992 -1.8363 -0.3557  -0.12
Cl -1.7496 0.8588 -0.5755  -0.11



So what do the calculations give for energy above the lowest of the compared OMol25 structures with the same formula, charge and spin? Going down the list: 0.0; 449.7; 280.0; 293.8; 364.7; 131.1; 190.0; 145.6 kJ/mol.